Record 1
66
Properties=species:S:1:pos:R:3 method="wB97M-V/def2-TZVPD" e_homo_ev=-7.8 smiles="CCn1c(C(=O)N2CCC(C(=O)NCCCSC3CCCCC3)CC2)cc2sccc21" homo_lumo_gap_ev=8.3 molar_mass_g_mol=461.70 e_above_lowest_ev=0.025
C -1.886 2.752 3.101
C -1.404 1.530 2.326
N -1.011 1.887 0.983
C -1.786 1.848 -0.149
C -3.227 1.529 -0.068
O -3.927 1.991 0.818
N -3.752 0.747 -1.049
C -3.009 0.036 -2.062
C -3.475 -1.428 -2.122
C -3.915 -1.873 -0.724
C -2.848 -1.634 0.355
O -3.128 -1.309 1.490
N -1.573 -1.860 -0.028
C -0.454 -1.615 0.853
C 0.681 -2.602 0.606
C 1.836 -2.378 1.577
S 2.337 -0.633 1.788
C 3.543 -0.283 0.451
C 4.820 -1.100 0.579
C 5.843 -0.599 -0.441
C 5.278 -0.680 -1.856
C 3.975 0.108 -1.964
C 2.959 -0.405 -0.946
C -5.191 -1.103 -0.349
C -5.130 0.321 -0.929
C -1.044 2.284 -1.239
C 0.225 2.596 -0.740
S 1.766 3.188 -1.261
C 2.360 3.078 0.372
C 1.454 2.617 1.269
C 0.220 2.339 0.637
H -1.119 3.524 3.113
H -2.120 2.469 4.123
H -2.783 3.145 2.630
H -2.202 0.786 2.275
H -0.532 1.085 2.816
H -3.163 0.515 -3.039
H -1.946 0.091 -1.822
H -2.685 -2.058 -2.533
H -4.334 -1.525 -2.790
H -4.122 -2.949 -0.720
H -1.358 -2.110 -0.978
H -0.077 -0.596 0.704
H -0.823 -1.694 1.878
H 0.318 -3.625 0.734
H 1.026 -2.495 -0.425
H 1.539 -2.679 2.581
H 2.715 -2.951 1.287
H 3.768 0.769 0.652
H 4.610 -2.155 0.387
H 5.219 -1.011 1.591
H 6.755 -1.194 -0.368
H 6.099 0.438 -0.212
H 6.007 -0.290 -2.569
H 5.090 -1.727 -2.111
H 3.564 0.016 -2.971
H 4.167 1.166 -1.779
H 2.032 0.167 -1.016
H 2.740 -1.453 -1.164
H -5.249 -1.055 0.738
H -6.076 -1.616 -0.725
H -5.588 0.363 -1.922
H -5.640 1.026 -0.272
H -1.394 2.405 -2.245
H 3.370 3.386 0.560
H 1.660 2.480 2.315

---

Record 2
65
Properties=species:S:1:pos:R:3 method="wB97M-V/def2-TZVPD" e_homo_ev=-7.9 smiles="CCOC(=O)c1c(C)c(-c2ccccc2)n(CC(=O)NCCCN(CC)CC)c1C" homo_lumo_gap_ev=8.7 molar_mass_g_mol=413.56 e_above_lowest_ev=0.058
C 4.091 -3.826 0.298
C 4.502 -2.779 -0.730
O 3.417 -1.928 -1.083
C 3.168 -0.886 -0.254
O 3.828 -0.685 0.741
C 2.053 -0.063 -0.699
C 1.722 1.206 -0.135
C 2.457 1.894 0.961
C 0.599 1.654 -0.792
C -0.143 2.898 -0.598
C -1.529 2.905 -0.434
C -2.204 4.094 -0.231
C -1.512 5.293 -0.183
C -0.136 5.295 -0.339
C 0.544 4.110 -0.547
N 0.238 0.702 -1.725
C -0.822 0.828 -2.680
C -2.030 -0.094 -2.451
O -2.807 -0.313 -3.359
N -2.166 -0.607 -1.219
C -3.252 -1.514 -0.914
C -3.715 -1.354 0.529
C -2.648 -1.818 1.524
N -1.505 -0.908 1.577
C -0.255 -1.585 1.917
C 0.164 -2.641 0.900
C -1.800 0.170 2.521
C -0.737 1.256 2.600
C 1.117 -0.330 -1.692
C 0.990 -1.470 -2.637
H 4.923 -4.499 0.485
H 3.243 -4.402 -0.066
H 3.818 -3.338 1.231
H 5.319 -2.168 -0.333
H 4.810 -3.250 -1.666
H 3.397 2.300 0.588
H 2.707 1.184 1.745
H 1.864 2.706 1.377
H -2.079 1.975 -0.440
H -3.277 4.085 -0.105
H -2.042 6.220 -0.023
H 0.410 6.227 -0.304
H 1.614 4.115 -0.689
H -0.452 0.613 -3.688
H -1.188 1.859 -2.678
H -1.522 -0.439 -0.449
H -2.927 -2.549 -1.083
H -4.063 -1.298 -1.615
H -4.611 -1.960 0.673
H -3.981 -0.313 0.711
H -3.103 -1.933 2.522
H -2.304 -2.803 1.208
H 0.521 -0.819 1.933
H -0.309 -2.040 2.921
H 1.220 -2.860 1.037
H -0.384 -3.573 1.016
H 0.022 -2.270 -0.110
H -1.970 -0.243 3.532
H -2.737 0.628 2.193
H -1.155 2.128 3.097
H -0.417 1.546 1.606
H 0.130 0.931 3.168
H 1.584 -2.308 -2.289
H 1.358 -1.184 -3.624
H -0.049 -1.778 -2.744

---

Record 3
64
Properties=species:S:1:pos:R:3 method="wB97M-V/def2-TZVPD" e_homo_ev=-8.5 homo_lumo_gap_ev=9.0 molar_mass_g_mol=401.55 e_above_lowest_ev=1.149
C 1.278 4.214 -0.010
C 0.618 2.873 0.119
C 0.395 2.321 1.302
C -0.230 0.966 1.466
C -1.722 1.122 1.488
C -2.583 0.750 2.427
C -4.047 1.044 2.278
C -2.249 -0.050 3.659
C -2.307 -1.557 3.330
C -0.929 -2.221 3.389
O -0.549 -2.525 4.708
C -0.855 -3.509 2.490
O -0.775 -4.669 3.278
C 0.301 -3.413 1.536
C 0.516 -2.428 0.667
C -0.394 -1.292 0.409
O -1.590 -1.420 0.276
C 0.266 0.088 0.297
C 1.792 -0.043 0.309
O 2.524 -0.073 1.270
N 2.164 -0.151 -0.983
C 1.055 -0.118 -1.918
C 1.443 0.423 -3.294
C 1.844 -0.673 -4.291
C 2.085 -0.051 -5.665
C 3.088 -1.433 -3.836
C 0.012 0.681 -1.101
C 0.248 2.208 -1.186
C -0.978 2.896 -1.803
H 2.189 4.131 -0.602
H 1.536 4.608 0.969
H 0.622 4.928 -0.506
H 0.661 2.839 2.211
H 0.133 0.519 2.394
H -2.108 1.653 0.630
H -4.262 1.525 1.328
H -4.621 0.120 2.339
H -4.382 1.698 3.083
H -1.261 0.202 4.044
H -2.973 0.188 4.439
H -2.711 -1.677 2.325
H -2.972 -2.080 4.023
H -0.165 -1.524 3.037
H -1.253 -3.050 5.112
H -1.784 -3.608 1.919
H -0.057 -4.538 3.914
H 1.031 -4.207 1.632
H 1.429 -2.432 0.089
H 3.119 -0.291 -1.270
H 0.657 -1.139 -2.054
H 0.589 0.961 -3.709
H 2.272 1.127 -3.196
H 1.014 -1.383 -4.373
H 2.907 0.660 -5.622
H 2.337 -0.820 -6.392
H 1.197 0.470 -6.014
H 2.908 -1.965 -2.905
H 3.923 -0.748 -3.697
H 3.374 -2.165 -4.588
H -1.003 0.443 -1.427
H 1.087 2.389 -1.865
H -1.839 2.818 -1.144
H -0.780 3.950 -1.980
H -1.231 2.436 -2.756

---

Record 4
73
Properties=species:S:1:pos:R:3 method="wB97M-V/def2-TZVPD" e_homo_ev=-7.7 smiles="CCP(C)c1cc(CC[C@@](F)(Br)C(F)(F)Br)c2nccnc2c1/C(Cl)=C(/C)Cl.CCO.CCO.CCO" homo_lumo_gap_ev=6.3 molar_mass_g_mol=719.25
C 2.003 -4.880 0.442
C 2.312 -3.732 -0.700
P 3.571 -2.378 -0.087
C 5.108 -3.371 0.485
C 2.770 -1.387 1.345
C 1.146 -1.619 1.600
C 0.401 -0.763 2.788
C -1.244 -0.987 2.982
C -1.964 0.379 2.423
C -2.374 0.347 0.836
F -3.234 1.567 0.605
Br -0.842 0.500 -0.441
C -3.297 -0.938 0.387
F -4.172 -0.441 -0.740
F -4.227 -1.312 1.484
Br -2.252 -2.478 -0.377
C 1.178 0.324 3.788
N 0.325 1.028 4.804
C 1.200 1.955 5.601
C 2.795 2.206 5.394
N 3.602 1.490 4.348
C 2.768 0.544 3.532
C 3.533 -0.306 2.319
C 5.158 0.022 2.098
Cl 6.537 -0.986 2.825
C 5.437 1.238 1.234
C 6.935 1.801 0.874
Cl 3.985 2.212 0.527
H 1.177 -5.640 0.110
H 3.020 -5.483 0.577
H 1.702 -4.452 1.489
H 2.732 -4.326 -1.646
H 1.295 -3.236 -1.060
H 5.066 -4.422 -0.078
H 5.102 -3.561 1.640
H 6.094 -2.844 0.091
H 0.496 -2.384 0.955
H -1.570 -1.973 2.440
H -1.499 -1.153 4.136
H -2.888 0.707 3.097
H -1.165 1.255 2.562
H 0.669 2.574 6.471
H 3.345 3.001 6.083
H 7.243 2.595 1.691
H 6.846 2.371 -0.166
H 7.768 0.978 0.861
C 4.113 0.009 -4.532
C 3.734 -1.384 -4.073
O 2.684 -1.311 -3.119
H 4.432 0.621 -3.682
H 4.925 -0.030 -5.264
H 3.254 0.515 -4.984
H 4.589 -1.878 -3.602
H 3.401 -1.998 -4.915
H 1.926 -0.878 -3.550
C -6.351 -0.326 -3.927
C -7.294 0.713 -3.357
O -7.617 0.390 -2.012
H -6.807 -1.321 -3.890
H -6.096 -0.093 -4.965
H -5.429 -0.376 -3.340
H -8.223 0.745 -3.933
H -6.840 1.709 -3.379
H -6.786 0.372 -1.507
C -5.252 4.182 -0.938
C -6.508 4.986 -1.205
O -6.922 4.806 -2.551
H -4.447 4.491 -1.613
H -4.916 4.314 0.094
H -5.428 3.117 -1.119
H -6.321 6.052 -1.044
H -7.321 4.674 -0.542
H -7.093 3.857 -2.681

---

Record 5
90
Properties=species:S:1:pos:R:3 method="wB97M-V/def2-TZVPD" e_homo_ev=-9.4 smiles="CCOC(=O)C(F)(F)F.CCOC(=O)C(F)(F)F.CCOC(=O)C(F)(F)F.CCOC(=O)C(F)(F)F.ClC(Cl)Cl.ClC(Cl)Cl.CN(C)C=O.CN(C)C=O" homo_lumo_gap_ev=9.6 molar_mass_g_mol=953.25
C 7.533 6.566 2.653
C 7.728 7.298 1.295
O 7.816 6.415 0.183
C 8.532 6.790 -0.983
O 9.053 7.853 -1.145
C 8.271 5.758 -2.115
F 7.416 6.189 -3.002
F 9.412 5.566 -2.809
F 7.903 4.662 -1.636
H 7.029 5.600 2.638
H 6.995 7.173 3.381
H 8.523 6.428 3.087
H 8.645 7.872 1.430
H 6.917 8.024 1.240
C 0.776 -9.076 -2.565
C 0.185 -9.237 -3.943
O -0.345 -10.506 -4.015
C -1.071 -11.039 -5.032
O -1.522 -10.306 -5.905
C -1.531 -12.563 -4.955
F -1.249 -13.220 -6.099
F -0.971 -13.230 -3.964
F -2.881 -12.596 -4.860
H 1.396 -9.885 -2.177
H -0.120 -9.147 -1.948
H 1.142 -8.087 -2.292
H 0.936 -9.044 -4.708
H -0.631 -8.537 -4.122
C -7.486 3.833 -1.196
C -6.427 2.862 -0.639
O -7.125 1.783 -0.031
C -6.479 0.871 0.698
O -5.235 0.952 1.017
C -7.381 -0.268 1.292
F -7.763 -1.072 0.262
F -6.743 -0.917 2.257
F -8.529 0.232 1.791
H -8.170 4.027 -0.370
H -7.986 3.220 -1.945
H -7.140 4.763 -1.646
H -5.775 3.328 0.100
H -5.852 2.600 -1.527
C -4.755 4.083 8.268
C -5.575 3.975 7.004
O -6.218 5.212 6.754
C -7.553 5.455 7.182
O -8.264 4.598 7.761
C -8.014 6.900 6.819
F -8.693 7.283 7.873
F -6.991 7.746 6.546
F -8.800 6.747 5.734
H -5.412 4.471 9.046
H -3.879 4.731 8.227
H -4.486 3.065 8.553
H -6.272 3.137 6.995
H -4.946 3.852 6.122
Cl 13.922 0.030 3.675
C 12.937 0.701 2.406
Cl 11.303 0.736 3.034
Cl 13.127 -0.081 0.822
H 13.221 1.753 2.402
Cl 6.758 -4.032 -3.437
C 6.474 -2.498 -4.256
Cl 5.160 -2.677 -5.458
Cl 8.039 -2.039 -5.045
H 6.116 -1.714 -3.588
C 1.074 -0.881 3.952
N 1.966 -0.599 2.800
C 3.028 0.356 3.097
C 1.573 -1.113 1.643
O 1.990 -0.804 0.521
H 1.593 -1.410 4.752
H 0.240 -1.507 3.635
H 0.631 -0.005 4.426
H 3.324 0.869 2.181
H 2.721 1.034 3.893
H 3.947 -0.105 3.459
H 0.774 -1.863 1.757
C -2.381 -1.127 -6.708
N -3.202 -2.282 -6.237
C -3.813 -3.222 -7.245
C -3.382 -2.500 -4.937
O -4.003 -3.478 -4.436
H -1.642 -1.477 -7.429
H -1.720 -0.642 -5.989
H -2.929 -0.327 -7.206
H -4.654 -3.838 -6.928
H -4.234 -2.813 -8.163
H -3.042 -3.879 -7.647
H -2.854 -1.754 -4.324

---

Record 6
72
Properties=species:S:1:pos:R:3 method="wB97M-V/def2-TZVPD" e_homo_ev=-11.3 smiles=CC#N.CC#N.CC#N.CC#N.CC#N.CC#N.CC#N.CC#N.CC#N.CC#N.CC#N.CC#N homo_lumo_gap_ev=11.7 molar_mass_g_mol=492.64 e_above_lowest_ev=0.630
C -5.608 4.064 18.440
C -4.599 5.131 18.230
N -3.842 5.978 18.116
H -6.331 4.360 19.199
H -5.098 3.134 18.665
H -6.192 3.874 17.538
C 1.683 -3.321 20.592
C 1.334 -4.350 19.612
N 1.078 -5.120 18.769
H 2.734 -3.387 20.917
H 1.135 -3.430 21.512
H 1.557 -2.336 20.169
C -3.104 5.401 21.793
C -4.306 4.641 22.134
N -5.295 4.098 22.345
H -2.495 5.449 22.722
H -3.347 6.389 21.381
H -2.537 4.820 21.085
C 0.754 2.604 22.902
C -0.581 2.262 23.401
N -1.643 1.935 23.712
H 0.786 3.677 22.739
H 1.006 2.140 21.950
H 1.528 2.335 23.614
C -1.194 -2.379 16.053
C -0.145 -2.113 17.016
N 0.613 -1.925 17.818
H -2.109 -1.896 16.447
H -1.265 -3.468 15.982
H -1.033 -1.868 15.113
C 3.249 0.414 18.445
C 2.528 0.323 19.721
N 1.938 0.312 20.714
H 4.057 1.134 18.540
H 2.462 0.828 17.774
H 3.698 -0.548 18.103
C -1.667 -4.921 22.892
C -1.697 -3.841 21.855
N -1.750 -2.957 21.131
H -2.474 -5.637 22.658
H -1.830 -4.488 23.898
H -0.655 -5.340 22.904
C -5.761 0.880 21.256
C -6.234 0.910 19.881
N -6.587 0.867 18.790
H -4.953 1.656 21.435
H -5.528 -0.123 21.637
H -6.582 1.094 21.931
C -1.116 2.714 16.909
C 0.292 2.718 16.572
N 1.389 2.654 16.279
H -1.550 3.695 17.146
H -1.279 2.129 17.830
H -1.735 2.364 16.117
C -2.538 -4.786 18.576
C -2.993 -5.604 19.659
N -3.348 -6.331 20.487
H -2.482 -5.266 17.619
H -1.563 -4.320 18.771
H -3.137 -3.890 18.389
C -5.420 0.833 15.940
C -4.341 0.293 16.713
N -3.464 -0.182 17.351
H -6.339 0.211 16.064
H -5.128 0.948 14.897
H -5.671 1.808 16.394
C -2.039 0.110 20.526
C -2.382 1.469 20.177
N -2.612 2.517 19.807
H -0.974 -0.080 20.818
H -2.263 -0.500 19.622
H -2.650 -0.255 21.366